DFT (the ωB97M-V functional and the def2-TZVPD basis) results for C49H60Cl3EuI3N4O4Te as an isolated structure at a distorted geometry.

```
125
Properties=species:S:1:pos:R:3
Eu 15.18 13.15 11.86
I 20.00 10.77 13.65
I 14.19 11.67 14.70
I 16.74 10.03 11.37
Te 18.19 16.74 12.96
Cl 14.83 14.25 7.91
Cl 12.52 12.50 20.41
Cl 17.31 12.98 8.87
O 17.19 13.06 13.14
O 14.21 15.14 12.52
O 8.15 15.74 13.66
O 14.93 15.53 15.22
N 15.94 15.16 11.00
N 12.61 12.83 11.69
N 10.58 12.08 12.27
N 10.65 13.45 12.35
C 8.55 13.76 14.91
C 19.52 20.11 15.36
C 14.15 8.88 9.42
C 21.52 16.61 13.90
C 14.24 20.05 11.30
C 11.51 14.82 15.16
C 19.84 14.25 11.51
C 12.05 11.85 17.77
C 16.51 14.49 8.32
C 11.86 13.86 11.96
C 19.41 18.12 13.98
C 11.26 11.83 16.63
C 12.20 8.90 8.00
C 20.85 19.93 15.64
C 10.85 16.71 13.63
C 20.67 15.56 9.55
C 14.98 11.03 10.53
C 20.78 17.88 14.33
C 14.11 10.29 9.66
C 19.28 16.72 11.15
C 21.56 16.74 7.45
C 9.48 14.29 12.59
C 15.22 18.01 10.42
C 20.78 16.72 8.76
C 10.36 15.67 14.65
C 18.78 19.25 14.52
C 15.03 15.78 11.63
C 21.62 20.90 16.52
C 19.36 17.88 10.36
C 14.75 17.27 11.52
C 13.04 10.95 8.97
C 20.11 17.84 9.19
C 14.97 19.38 10.32
C 9.25 12.44 15.28
C 14.00 17.97 12.49
C 13.79 19.35 12.42
C 11.79 11.73 11.90
C 12.13 10.28 8.20
C 13.27 8.21 8.62
C 9.21 14.82 13.99
C 9.44 12.87 17.82
C 9.97 12.38 16.61
C 11.51 12.36 18.95
C 18.67 19.20 10.69
C 21.45 18.78 15.13
C 19.95 15.55 10.73
C 9.84 16.42 15.86
C 10.21 12.87 19.00
C 17.33 19.65 14.35
H 16.69 19.15 15.07
H 9.98 17.17 13.18
H 9.94 12.15 14.49
H 13.09 11.56 17.71
H 17.74 12.31 13.45
H 12.40 15.45 15.28
H 13.62 17.42 13.34
H 12.96 12.05 9.04
H 21.20 15.75 14.48
H 17.60 19.04 10.85
H 22.51 18.59 15.30
H 21.13 14.64 9.23
H 15.33 19.90 9.45
H 20.07 14.41 12.53
H 22.10 20.35 17.34
H 7.80 16.11 14.47
H 17.00 14.87 7.48
H 9.10 17.20 15.59
H 8.24 14.26 15.83
H 8.46 13.30 17.86
H 11.34 10.83 7.68
H 8.59 13.76 12.25
H 17.22 20.73 14.53
H 9.56 15.16 11.96
H 21.45 15.79 6.91
H 14.03 21.12 11.26
H 11.31 14.41 16.13
H 8.48 11.64 15.25
H 10.67 16.98 16.31
H 12.18 10.73 11.67
H 14.64 15.53 14.31
H 11.47 17.48 14.13
H 20.21 18.72 8.59
H 22.42 21.38 15.93
H 22.63 16.85 7.67
H 15.27 14.65 15.37
H 21.19 17.57 6.84
H 17.51 13.87 13.57
H 14.92 8.29 9.93
H 13.39 7.13 8.46
H 11.47 16.25 12.87
H 20.47 13.47 11.07
H 22.57 16.74 14.09
H 18.80 13.90 11.44
H 12.22 14.86 11.88
H 13.26 19.87 13.21
H 11.44 8.39 7.42
H 21.35 16.42 12.85
H 11.67 11.45 15.70
H 7.65 13.48 14.38
H 19.12 19.60 11.59
H 9.43 15.74 16.63
H 9.83 13.35 19.90
H 15.87 17.50 9.71
H 16.52 15.15 9.19
H 20.97 21.65 16.96
H 11.85 13.98 14.54
H 16.93 19.41 13.36
H 18.85 19.87 9.83
H 19.00 20.98 15.77
```

The value obtained for the highest occupied orbital energy (spin up / spin down) is -2.289 / -2.472 eV. As for the charge: -2. As for the spin multiplicity: 8. Its expectation value of S² is 15.807.

***

DFT (the ωB97M-V functional and the def2-TZVPD basis) results for C49H60N5O3SSi2TeV as an isolated structure at a distorted geometry.

```
122
Properties=species:S:1:pos:R:3
Te 3.66 -0.52 -1.26
V -0.76 0.65 0.46
S 1.42 -0.61 3.95
Si 3.01 -1.92 -4.34
Si 6.35 1.57 -1.42
O 0.74 -1.02 -1.49
O -0.70 1.97 -0.58
O -0.95 -0.93 1.05
N -1.85 1.69 1.82
N -2.03 -0.22 -1.32
N 3.57 -0.60 2.34
N 1.83 0.62 1.57
N 0.65 1.22 1.72
C 2.47 4.16 -1.98
C 3.25 -0.33 -3.37
C -3.18 1.78 1.88
C -3.31 3.00 -2.77
C 0.92 5.63 -3.09
C 0.65 -3.15 0.94
C 8.18 1.60 -1.12
C 5.94 2.38 -3.05
C 2.21 5.34 -2.67
C -4.56 3.61 -2.65
C -2.63 3.99 -0.69
C 5.48 2.50 -0.05
C 5.78 -0.22 -1.48
C -2.98 -1.64 -3.52
C -0.97 -4.07 -0.58
C 1.31 -4.82 -0.66
C 1.39 2.76 3.45
C -2.70 -1.38 -1.16
C -0.66 -3.18 0.44
C -1.65 3.36 3.49
C -2.68 -4.26 4.05
C -3.04 3.45 3.56
C -4.84 4.40 -1.55
C 3.96 -3.34 -3.62
C -2.41 -1.98 4.77
C 1.19 -2.37 -4.35
C -2.92 -1.92 0.23
C -2.25 -0.48 -3.69
C 0.38 2.15 2.56
C -3.87 4.60 -0.57
C 1.63 -3.96 0.39
C 0.01 -4.88 -1.13
C -2.34 3.18 -1.79
C 0.14 3.55 -2.15
C -1.64 -2.19 1.04
C -2.01 -2.57 2.46
C -3.19 -2.10 -2.24
C -1.78 0.21 -2.58
C -3.82 2.64 2.75
C -0.96 2.54 -1.86
C 2.29 -0.15 2.56
C -0.11 4.74 -2.83
C -2.32 -3.90 2.76
C 1.44 3.27 -1.73
C -2.06 -1.62 3.47
C -0.87 1.39 -2.84
C -1.07 2.46 2.62
C -2.72 -3.30 5.06
C 3.57 -1.58 -6.09
H -4.89 2.68 2.78
H -5.81 4.88 -1.46
H -1.02 3.97 4.12
H -3.50 4.14 4.24
H 5.04 -3.21 -3.75
H 6.45 1.89 -3.88
H 3.48 3.93 -1.65
H 6.06 -0.68 -2.43
H 3.69 -4.28 -4.11
H 3.01 6.04 -2.86
H 2.35 2.78 2.92
H 3.93 -1.11 3.14
H -3.36 -2.18 -4.38
H 2.08 -5.44 -1.10
H 5.99 2.37 0.91
H 2.64 -3.92 0.77
H 0.93 -3.02 -3.51
H -3.74 -3.02 -2.07
H 0.89 -2.48 1.77
H 1.12 3.77 3.75
H -2.42 -1.24 5.55
H 0.40 -1.45 -2.28
H 8.57 2.62 -1.17
H 0.76 -1.72 -0.81
H 2.36 0.29 -3.44
H -1.99 -4.14 -0.95
H 4.44 2.19 0.05
H 6.27 -0.81 -0.70
H -1.87 4.17 0.05
H -4.08 5.22 0.29
H 0.16 1.01 -2.79
H -3.11 2.39 -3.64
H -0.25 -5.57 -1.93
H 2.98 -0.78 -6.54
H 0.72 6.55 -3.62
H 1.66 2.35 -1.20
H 0.54 -1.48 -4.34
H 3.46 -2.47 -6.72
H -5.30 3.47 -3.42
H 5.48 3.58 -0.26
H 0.94 -2.92 -5.26
H -2.28 -4.65 1.99
H 1.53 2.13 4.34
H -3.74 1.15 1.20
H 8.71 1.00 -1.86
H -1.02 1.76 -3.85
H 8.42 1.20 -0.13
H 6.24 3.43 -3.05
H 4.07 0.25 -3.79
H -3.52 -2.83 0.19
H -2.04 -0.09 -4.68
H -2.91 -5.29 4.27
H 4.86 2.35 -3.25
H 3.76 -3.43 -2.55
H -3.48 -1.19 0.82
H -1.79 -0.59 3.26
H -1.12 4.97 -3.16
H 4.62 -1.28 -6.11
H 4.21 0.06 1.93
H -2.97 -3.59 6.07
```

The value obtained for the highest occupied orbital energy (spin up / spin down) is -8.979 / -8.979 eV. As for the charge: +1. As for the spin multiplicity: 2. Its expectation value of S² is 0.761.